Formula: C21H27F2NO4
Source: OMol25
Level of theory: ωB97M-V with the def2-TZVPD basis set

Geometry (Å):
C  4.61047  2.69299  2.87928
N  4.71447  1.25321  2.49069
C  3.82755  0.91682  1.32236
C  2.42834  0.28598  1.82137
C  1.28780  0.62887  0.75072
C  0.55449  2.03643  0.96314
C  -0.02459  2.30184  2.43405
C  -1.38315  1.52542  2.78917
O  -1.59776  0.29032  2.05825
C  -1.68036  -0.83573  2.90948
O  -2.33250  -0.91769  3.96435
O  2.62149  -1.16897  1.81058
C  1.65806  -1.83366  2.59982
O  1.54798  -1.72009  3.84458
H  4.43831  2.73556  4.01985
H  5.58023  3.24723  2.60308
H  3.68698  3.21427  2.41825
H  4.43921  0.67272  3.30498
H  4.40347  0.15174  0.67650
H  3.69269  1.83628  0.65448
H  2.16174  0.57451  2.88990
H  0.51817  -0.21008  0.70020
H  1.78788  0.66760  -0.28679
H  1.22540  2.93328  0.68001
H  -0.34292  2.08005  0.23743
H  -0.28132  3.42733  2.47972
H  0.74590  2.14218  3.27183
H  -1.44312  1.43111  3.92122
H  -2.24614  2.23115  2.48696
H  -1.12693  -1.78036  2.54820
H  0.94591  -2.57101  2.07645
F  2.63235  -0.52905  -2.10167
C  1.66791  -1.22915  -2.71963
C  1.46833  -2.55764  -2.37944
C  0.46511  -3.28165  -3.01522
C  -0.31931  -2.67136  -3.99091
C  -0.10610  -1.33781  -4.32768
C  0.88956  -0.61033  -3.68477
H  2.09425  -3.01728  -1.62328
H  0.29485  -4.31991  -2.75140
H  -1.09919  -3.23835  -4.48937
H  -0.71519  -0.86566  -5.09016
H  1.06377  0.43133  -3.92762
F  -3.16989  -0.54424  -4.66796
C  -3.78050  -0.48134  -3.47291
C  -4.58269  0.60883  -3.17540
C  -5.21912  0.67137  -1.93996
C  -5.03734  -0.35171  -1.01255
C  -4.22530  -1.43915  -1.32082
C  -3.59737  -1.50761  -2.55996
H  -4.70576  1.39928  -3.90655
H  -5.85532  1.51621  -1.69965
H  -5.53072  -0.29990  -0.04739
H  -4.08133  -2.23324  -0.59600
H  -2.96878  -2.35099  -2.81976

Computed properties:
SMILES   CNC[C@@H](CCCCOC=O)OC=O.Fc1ccccc1.Fc1ccccc1
Largest force on an atom   4.65 eV/A
LUMO energy   0.0200 hartree
E_HOMO   -8.8 eV
DFT total energy   -37326.78186 eV
Multiplicity   1